The following is a DFT calculation (wB97M-V/def2-TZVPD) of 17 unconnected molecules or ions with the total composition C68H187N17O17.

Structure (XYZ):
```
289
Properties=species:S:1:pos:R:3:lowdin_charge:R:1
C 21.07737 21.68072 21.19426 -0.051
C 20.51023 20.47518 20.45322 -0.450
C 21.32719 20.22571 19.22952 -0.214
O 21.52517 21.35460 18.37940 -0.214
C 20.45558 21.55301 17.45569 -0.080
N 20.46389 19.26739 21.31611 0.070
H 22.00931 21.48104 21.72917 0.087
H 20.35786 22.09306 21.92558 0.064
H 21.13750 22.51649 20.50303 0.073
H 19.47316 20.69107 20.17012 0.120
H 20.82515 19.36072 18.69621 0.128
H 22.31576 19.91840 19.58967 0.126
H 19.57096 21.92004 17.96585 0.071
H 20.21656 20.66075 16.88128 0.059
H 20.81731 22.37009 16.83773 0.092
H 19.98093 19.61488 22.15363 0.031
H 19.91210 18.51358 20.88199 0.050
C 13.00743 18.06222 23.41140 -0.051
C 13.35285 19.24081 22.52793 -0.448
C 13.47737 20.58697 23.22042 -0.235
O 13.88160 21.58834 22.41042 -0.186
C 12.88457 22.15540 21.65777 -0.107
N 14.61601 18.87757 21.94670 0.068
H 12.18327 18.42852 24.08413 0.094
H 13.87661 17.85801 23.99791 0.055
H 12.60967 17.17412 22.88776 0.083
H 12.60529 19.36448 21.76083 0.114
H 14.25832 20.44434 23.97981 0.138
H 12.51178 20.92126 23.58099 0.120
H 12.16078 22.49317 22.42880 0.103
H 12.34474 21.52168 20.98391 0.061
H 13.34199 22.94059 21.07801 0.088
H 14.70994 17.95205 21.55924 0.032
H 14.85360 19.44082 21.18085 0.038
C 25.74398 14.38196 16.97258 -0.037
C 24.25218 13.99936 17.05197 -0.426
C 24.16047 12.65592 17.83044 -0.192
O 24.60800 12.93648 19.15310 -0.193
C 24.90919 11.72712 19.85911 -0.088
N 23.43316 15.01914 17.62389 0.055
H 25.93828 15.31815 16.49068 0.064
H 26.35065 13.64913 16.54705 0.055
H 26.06727 14.51371 18.00275 0.080
H 23.87266 13.94428 16.10536 0.077
H 24.76768 11.88087 17.34493 0.126
H 23.09563 12.40991 17.75582 0.091
H 23.94572 11.21666 20.11880 0.099
H 25.36706 11.95040 20.81763 0.085
H 25.54800 11.11636 19.30900 0.059
H 22.97526 15.50166 16.79647 0.092
H 23.98654 15.72107 18.11581 0.088
C 18.94185 13.42346 20.53812 -0.027
C 19.88251 14.35181 19.75833 -0.470
C 20.22203 15.54521 20.56703 -0.120
O 18.97756 16.33339 20.78687 -0.228
C 18.60960 16.61358 22.07130 -0.170
N 20.96898 13.64660 19.12238 0.080
H 18.48540 12.72034 19.82700 0.043
H 18.05760 13.91680 21.00637 0.071
H 19.46546 12.76959 21.31085 0.103
H 19.33324 14.73513 18.95776 0.073
H 20.89888 16.23679 20.04267 0.126
H 20.60163 15.24521 21.54072 0.130
H 18.48695 15.67728 22.64462 0.098
H 17.66278 17.07104 22.03129 0.067
H 19.29486 17.28656 22.60603 0.074
H 21.36937 12.86986 19.64263 0.081
H 21.73145 14.27775 18.87068 0.045
C 13.32449 13.86312 14.63282 -0.047
C 13.91014 13.80354 16.03522 -0.441
C 15.17264 12.94831 16.05924 -0.203
O 14.76270 11.71050 15.52518 -0.183
C 15.68378 10.67824 15.48056 -0.120
N 14.11620 15.16094 16.43016 0.064
H 12.32087 14.22644 14.70365 0.073
H 13.15513 12.91078 14.18450 0.068
H 13.95955 14.45420 13.96864 0.059
H 13.18404 13.28469 16.68561 0.140
H 15.51857 12.85416 17.02825 0.059
H 15.90614 13.46206 15.42123 0.123
H 15.16577 9.70722 15.33086 0.099
H 16.23795 10.60746 16.43180 0.075
H 16.46240 10.80866 14.69463 0.086
H 14.97784 15.23894 17.01287 0.057
H 14.21375 15.76319 15.62326 0.049
C 23.95254 22.05101 16.18725 -0.056
C 23.89323 20.53408 16.45578 -0.507
C 24.28998 19.83785 15.14828 -0.176
O 23.80746 18.46500 15.13919 -0.219
C 24.37629 17.63860 14.12890 -0.112
N 24.77752 20.18339 17.46323 0.038
H 23.54487 22.14768 15.21271 0.042
H 25.06064 22.24279 16.00252 0.103
H 23.53060 22.75929 16.96705 0.098
H 22.84379 20.28152 16.68406 0.122
H 25.41684 19.78121 15.10389 0.138
H 23.88217 20.39634 14.33676 0.100
H 23.87104 17.85415 13.14336 0.080
H 24.14627 16.62286 14.39548 0.051
H 25.49560 17.85016 14.08119 0.108
H 24.59655 19.23504 17.82401 0.090
H 24.69569 20.81737 18.27961 0.097
C 10.32689 17.39051 19.61195 -0.047
C 11.21057 16.74965 18.56036 -0.453
C 12.38279 17.70518 18.30485 -0.197
O 11.89815 18.99582 18.00727 -0.239
C 12.71138 20.15698 18.15690 -0.067
N 11.76979 15.57456 19.06451 0.059
H 9.74689 16.62187 20.16762 0.087
H 9.55785 17.99063 19.07379 0.094
H 10.91348 17.94007 20.30430 0.053
H 10.56062 16.59432 17.72488 0.130
H 13.09751 17.37552 17.49549 0.121
H 12.87917 17.81520 19.28122 0.104
H 12.93345 20.49178 17.11615 0.078
H 13.64753 19.84840 18.67495 0.087
H 12.03309 20.84245 18.74783 0.098
H 12.37916 15.22061 18.40671 0.024
H 11.11567 14.86884 19.28087 0.081
C 16.66534 22.09613 19.76495 -0.064
C 17.41748 23.24056 20.31936 -0.459
C 17.44701 24.42855 19.34536 -0.178
O 17.80786 23.92241 18.04044 -0.223
C 17.88936 24.92810 17.03239 -0.108
N 16.85669 23.75347 21.54692 0.065
H 16.25802 21.48341 20.51918 0.041
H 17.26906 21.45843 19.06014 0.076
H 15.83935 22.36039 19.01882 0.112
H 18.44703 22.99624 20.51976 0.117
H 18.18106 25.14218 19.66948 0.114
H 16.44846 24.95598 19.30643 0.139
H 18.73136 25.58472 17.20285 0.074
H 16.97011 25.65914 17.06014 0.115
H 17.87698 24.47302 16.05519 0.071
H 15.88390 23.77948 21.38018 0.047
H 16.94914 23.03174 22.25033 0.058
C 16.78592 18.02552 18.44755 -0.036
C 17.38564 17.00696 17.43295 -0.394
C 18.78636 17.39515 17.17158 -0.217
O 19.40486 16.47987 16.28673 -0.189
C 20.65961 17.02827 15.83222 -0.071
N 17.15930 15.65546 17.92703 0.101
H 16.83276 19.05989 18.04221 0.069
H 17.36322 17.99881 19.37432 0.073
H 15.78785 17.71071 18.70883 0.035
H 16.81915 17.19810 16.51512 0.127
H 19.43734 17.32580 18.07540 0.129
H 18.90362 18.37676 16.74077 0.103
H 21.31682 17.15032 16.67556 0.071
H 20.55670 17.99540 15.38849 0.063
H 21.16548 16.36478 15.16895 0.067
H 17.25745 14.98016 17.18241 0.043
H 17.68643 15.44485 18.73453 0.038
C 22.54593 12.76112 11.42794 -0.033
C 23.23567 13.97849 12.18496 -0.357
C 23.19020 15.32140 11.48496 -0.240
O 21.90339 15.66000 11.15254 -0.206
C 21.60788 16.91172 10.66903 -0.110
N 22.58986 14.23790 13.52965 0.048
H 22.45145 11.87437 12.05633 0.069
H 23.21194 12.45566 10.60714 0.072
H 21.56079 13.15795 11.09040 0.053
H 24.30154 13.75725 12.33110 0.131
H 23.72632 15.43042 10.56867 0.116
H 23.67815 16.06709 12.18672 0.106
H 21.74351 17.62780 11.45567 0.066
H 20.56172 16.89340 10.36383 0.093
H 22.32223 17.16996 9.84993 0.105
H 21.59185 14.30702 13.30961 0.036
H 22.75066 13.39244 14.15415 0.077
C 17.68021 10.27742 25.32042 -0.085
C 16.82428 11.27903 24.58204 -0.435
C 16.54012 12.50877 25.40554 -0.207
O 15.32908 13.17643 25.02121 -0.180
C 15.29882 14.40843 25.62994 -0.168
N 17.42636 11.59691 23.29205 0.069
H 18.53244 10.72951 25.89098 0.088
H 18.01260 9.42784 24.69850 0.081
H 17.12167 9.79209 26.14242 0.076
H 15.87733 10.79209 24.50412 0.135
H 17.40431 13.13592 25.36682 0.113
H 16.39286 12.18790 26.44740 0.129
H 15.12669 14.35612 26.73563 0.094
H 14.40892 14.95600 25.23108 0.090
H 16.25023 15.00409 25.48385 0.099
H 16.81813 11.88514 22.55897 0.035
H 18.27851 12.13646 23.26177 0.060
C 15.43914 14.65982 11.24098 -0.076
C 15.98174 16.03459 11.54740 -0.396
C 15.41509 16.88281 10.43658 -0.235
O 15.76548 18.22984 10.57567 -0.210
C 15.47426 19.14436 9.53804 -0.093
N 15.40552 16.50464 12.85765 0.074
H 15.79079 14.17170 10.34673 0.076
H 14.34184 14.67353 11.21012 0.092
H 15.70783 13.92583 12.02559 0.073
H 17.05893 16.09962 11.67461 0.119
H 14.33944 16.76899 10.53826 0.119
H 15.66480 16.47302 9.46570 0.129
H 14.51673 19.66507 9.68488 0.079
H 15.41299 18.74714 8.52806 0.080
H 16.37358 19.83875 9.60467 0.102
H 15.92189 15.96954 13.55755 0.069
H 15.64289 17.44995 12.99821 0.019
C 14.67489 14.71109 22.26250 -0.051
C 15.28802 14.91865 20.90533 -0.421
C 14.98936 13.70300 20.04268 -0.202
O 15.53574 12.53321 20.61851 -0.196
C 15.95227 11.58498 19.65094 -0.107
N 14.70216 16.12664 20.38418 0.062
H 14.86673 15.52868 22.93772 0.065
H 14.85688 13.71797 22.63850 0.065
H 13.60849 14.58737 22.14143 0.085
H 16.35525 15.03606 21.06292 0.109
H 15.22089 13.88124 18.95716 0.105
H 13.90563 13.57217 19.94564 0.124
H 15.90227 10.60269 20.15498 0.095
H 16.95427 11.81636 19.14549 0.079
H 15.16000 11.45857 18.84773 0.095
H 15.02350 16.39982 19.46865 0.022
H 13.70681 15.95970 20.13837 0.057
C 11.57869 17.99578 13.60516 -0.077
C 12.51844 19.16093 13.37201 -0.420
C 13.39986 19.11801 14.59741 -0.164
O 14.42692 20.19939 14.64623 -0.183
C 15.65610 19.77890 15.10129 -0.149
N 13.25621 18.90546 12.11982 0.052
H 11.31418 17.52868 12.64544 0.076
H 10.66393 18.23156 14.26448 0.106
H 12.03533 17.15222 14.18703 0.071
H 12.02110 20.13350 13.30922 0.145
H 13.94920 18.15645 14.69110 0.102
H 12.82144 19.27980 15.53237 0.106
H 15.87254 18.73388 14.90872 0.051
H 15.69723 19.67294 16.22842 0.085
H 16.37247 20.47912 14.71826 0.066
H 13.77948 18.00006 12.17173 0.049
H 13.97317 19.61810 11.96933 0.066
C 20.57305 12.03092 15.92394 -0.045
C 19.52064 13.14134 15.89098 -0.374
C 18.89643 13.45580 14.53682 -0.207
O 19.82088 13.40417 13.46676 -0.214
C 19.21157 14.01626 12.28009 -0.053
N 18.45007 13.01158 16.96778 0.089
H 21.08316 11.90291 16.89827 0.060
H 21.24422 12.05600 15.08210 0.042
H 19.99556 11.08861 15.64377 0.099
H 20.00491 14.09617 16.23087 0.123
H 18.33826 14.40408 14.54150 0.121
H 18.19393 12.64165 14.33193 0.111
H 19.14204 15.06913 12.27975 0.059
H 18.20222 13.61620 12.27783 0.074
H 19.75806 13.77777 11.36138 0.078
H 18.96702 13.06929 17.85020 0.035
H 18.13597 12.09851 16.93754 0.018
C 17.53848 18.40650 24.92383 -0.044
C 17.80470 19.84640 24.52532 -0.424
C 19.27616 20.20266 24.70183 -0.217
O 19.53730 20.22661 26.11678 -0.208
C 20.94166 20.16060 26.34885 -0.103
N 17.59295 20.01056 23.08071 0.066
H 17.93245 18.33989 25.94664 0.086
H 18.08091 17.73694 24.30416 0.035
H 16.47057 18.14669 24.88616 0.077
H 17.21040 20.54414 25.19151 0.155
H 19.52775 21.21486 24.26486 0.134
H 19.96705 19.42573 24.33040 0.118
H 21.37128 20.73246 25.52950 0.078
H 21.38620 19.16346 26.43812 0.091
H 21.11101 20.71300 27.26699 0.083
H 17.66164 21.04158 22.92795 0.072
H 16.68771 19.75600 22.78903 0.011
C 19.22757 20.68389 14.41101 -0.076
C 18.67944 20.32830 13.02758 -0.423
C 19.62182 20.68814 11.82230 -0.218
O 18.91826 20.77474 10.61306 -0.202
C 19.75658 20.63750 9.43853 -0.065
N 18.25541 18.93036 13.04801 0.048
H 18.50626 20.11661 15.05067 0.070
H 19.13834 21.75249 14.52321 0.078
H 20.20454 20.31722 14.60597 0.052
H 17.76397 20.97659 12.89543 0.149
H 20.44835 19.95720 11.79740 0.113
H 20.06108 21.68136 12.08392 0.129
H 19.14311 20.49730 8.55886 0.082
H 20.42792 19.78032 9.53685 0.073
H 20.33536 21.56017 9.44528 0.088
H 17.72722 18.79632 12.16088 0.069
H 19.04067 18.25616 13.00149 0.081
```

Summary:
Calculated total energy in a.u.: -4912.47849
ΔE to the lowest compared entry with this formula, charge and spin in kcal per mole: 115.4
M in Da: 1515.3
Orbital gap in eV: 9.13
LUMO energy in eV: 0.474
F_max in eV/A: 3.88

---

The following is a DFT calculation (wB97M-V/def2-TZVPD) of a molecular structure, C27H40BrCsN6O2PS.

Structure (XYZ):
```
79
Properties=species:S:1:pos:R:3:lowdin_charge:R:1
Cs 0.76147 0.45340 -0.34714 1.066
N 9.35012 1.88640 -2.86900 0.075
C 7.96377 1.76919 -2.68646 -0.335
C 7.42088 1.70676 -1.40498 -0.044
C 6.04897 1.63492 -1.23274 -0.060
C 5.20097 1.62013 -2.32717 -0.287
C 5.73461 1.68587 -3.60255 -0.070
C 7.10499 1.76707 -3.78366 -0.039
S 3.43974 1.47235 -2.08868 0.481
O 3.10672 2.31329 -0.95095 -0.435
O 2.84377 1.83312 -3.35823 -0.332
N 3.11713 -0.01057 -1.65538 -0.320
C 3.27390 -1.04801 -2.49584 -0.496
N 2.58418 -2.17148 -2.14943 0.113
C 2.69936 -3.18204 -2.98782 -0.167
C 3.48089 -3.16312 -4.13841 -0.089
C 4.17591 -1.98673 -4.36019 -0.153
N 4.08683 -0.94103 -3.56083 0.125
H 9.89698 1.51610 -2.10737 0.077
H 9.67464 1.54379 -3.75993 0.077
H 8.07565 1.71811 -0.54145 0.103
H 5.62791 1.59399 -0.23678 0.114
H 5.06590 1.66370 -4.44972 0.106
H 7.51507 1.81966 -4.78557 0.104
H 2.14067 -4.07742 -2.72555 0.100
H 3.54216 -4.01213 -4.80291 0.082
H 4.83558 -1.88618 -5.21973 0.102
C -4.90800 2.53893 0.39369 -0.093
C -3.55231 1.91691 0.04494 -0.596
C -3.39624 1.95904 -1.47948 -0.110
C -2.43191 2.81066 0.59402 -0.116
P -3.17789 0.11757 0.62239 0.714
N -1.68249 -0.21829 0.53579 -0.567
C -3.85828 -0.01953 2.41799 -0.597
C -3.22922 -1.27536 3.04095 -0.119
C -3.28603 1.16458 3.20401 -0.113
C -5.37211 -0.04395 2.64165 -0.095
C -4.26866 -1.03558 -0.46716 -0.602
C -4.30181 -2.40991 0.21320 -0.113
C -3.52100 -1.25484 -1.78804 -0.116
C -5.71242 -0.62370 -0.76724 -0.095
H -4.99532 3.51719 -0.09376 0.081
H -5.02363 2.70933 1.46402 0.055
H -5.75192 1.93817 0.05663 0.057
H -3.29609 3.00253 -1.79512 0.078
H -4.25378 1.54315 -2.00559 0.056
H -2.50388 1.42106 -1.80293 0.072
H -2.34166 3.70656 -0.02684 0.077
H -1.48667 2.26110 0.57792 0.016
H -2.61453 3.13223 1.61682 0.058
H -2.22516 -1.41443 2.63627 0.041
H -3.80795 -2.17361 2.84398 0.058
H -3.17068 -1.15316 4.12646 0.062
H -2.22245 1.29362 2.99616 0.074
H -3.40594 0.96787 4.27436 0.075
H -3.79690 2.10166 2.98734 0.053
H -5.83370 -0.95168 2.25434 0.055
H -5.88377 0.80837 2.19523 0.056
H -5.58224 -0.01566 3.71736 0.080
H -3.30874 -2.70040 0.55535 0.076
H -4.64446 -3.15127 -0.51573 0.075
H -4.98682 -2.44422 1.05796 0.054
H -2.45501 -1.37287 -1.58661 0.060
H -3.65348 -0.43549 -2.48993 0.055
H -3.90104 -2.16301 -2.26690 0.074
H -6.29677 -0.42748 0.13140 0.057
H -6.21537 -1.43519 -1.30630 0.079
H -5.76914 0.25898 -1.40338 0.055
Br -0.25952 -1.14021 6.18875 0.736
C 1.15201 -1.41668 4.96858 -0.675
C 2.38002 -1.89942 5.39328 -0.122
C 3.37364 -2.08053 4.44246 -0.068
C 3.09325 -1.76636 3.12047 -0.138
N 1.91447 -1.30307 2.72490 0.072
C 0.95649 -1.13258 3.62230 -0.175
H 2.54937 -2.12495 6.43752 0.099
H 4.34963 -2.45468 4.71812 0.100
H 3.84532 -1.88778 2.34950 0.111
H 0.00202 -0.76280 3.25734 0.091
```

Summary:
Total charge: -1
Calculated total energy in a.u.: -4865.59221
ΔE to the lowest compared entry with this formula, charge and spin in kcal per mole: 13.5
M in Da: 756.5
Orbital gap in eV: 5.90
LUMO energy in eV: 2.125
F_max in eV/A: 1.02